The following is a quantum chemistry calculation of a structure of composition C54H108F6N9O18S6 at a distorted geometry, from OMol25.

Each line ends with the Mulliken charge.
Positions of all 201 atoms, in Å:
1 S -1.8598 2.9099 -0.0288  0.7988
2 S 2.6180 4.9586 4.2334  1.3040
3 S -4.4331 1.9925 0.2829  1.0690
4 S 3.0120 1.0798 -2.2875  0.7945
5 S 5.7643 0.5650 -2.1313  0.9431
6 S 5.3123 5.2399 4.5166  1.2013
7 F 6.2233 5.2631 5.7169  -0.2208
8 F 5.7970 0.7276 -0.6061  -0.0691
9 F -3.9784 0.2829 0.7628  -0.2633
10 F -0.8847 2.4583 -1.2364  -0.1928
11 F 2.4328 2.5740 -2.3280  -0.1758
12 F 1.5376 5.9552 4.1483  -0.1310
13 O -5.4324 -1.1694 2.7574  -0.3995
14 O 6.9944 1.2350 -2.5164  -0.6885
15 O -5.4508 1.5997 -0.5991  -0.5151
16 O 5.7022 -0.8164 -2.4340  -0.5072
17 O -4.6096 2.4134 1.6018  -0.5653
18 O 2.8632 0.5641 -0.9735  -0.2930
19 O 2.4840 0.4565 -3.4325  -0.5354
20 O 4.5931 -1.3803 2.6657  -0.3495
21 O -2.8480 -2.1785 -4.7578  -0.4256
22 O 6.4362 6.3194 -1.2734  -0.3588
23 O 6.0731 -5.9723 -1.1365  -0.3698
24 O 3.1205 4.8018 2.8347  -0.6147
25 O 6.0726 5.9027 3.5876  -0.5920
26 O -10.6002 -4.1506 -2.5981  -0.3387
27 O 5.1747 3.8846 4.1846  -0.6367
28 O 2.0313 3.9482 5.0959  -0.7781
29 O -1.5963 4.3732 -0.0866  -0.6114
30 O -1.4221 2.2315 1.1634  -0.3996
31 N 4.6374 1.5350 -2.5343  -0.4383
32 N 5.1626 6.3406 -1.2463  1.2139
33 N 5.2120 -5.2915 -1.1602  0.9111
34 N -3.2577 2.3517 -0.6572  -0.1711
35 N 4.7603 -0.4253 3.4401  0.8077
36 N -9.9437 -3.4420 -1.9369  1.0071
37 N 3.8888 5.8956 4.9320  -0.7171
38 N -2.5997 -1.0835 -4.6190  0.6684
39 N -4.4046 -1.3311 3.3156  1.0035
40 C -10.8134 -1.1913 -1.9671  -1.6192
41 C -4.1513 -2.9641 1.4797  -1.9592
42 C 2.9231 6.4614 -2.5581  -0.9781
43 C -8.1746 -1.9409 -0.3054  -0.2999
44 C -3.8549 0.5118 -3.3876  -1.8408
45 C 3.6160 1.0808 4.9852  -1.0418
46 C 5.1793 6.4025 -3.6910  -1.5968
47 C -8.1719 -2.8074 -3.2985  -1.9052
48 C 5.4747 -3.4629 -2.7673  -1.5344
49 C -3.3531 -2.3186 2.6113  1.5762
50 C 3.7655 -5.9234 -1.1379  1.0584
51 C -3.1541 -3.3367 3.7624  -1.1362
52 C 5.4039 -3.7610 -1.1994  1.5723
53 C 4.1979 -2.9707 -0.5788  -0.0453
54 C 3.7472 1.5682 2.3843  -0.9932
55 C 6.9012 -1.6518 4.1523  -1.5369
56 C -3.7565 -1.6672 5.6482  -1.0342
57 C 4.5744 5.6896 -0.0116  1.4465
58 C -4.0894 -0.5656 4.6036  0.9426
59 C 6.0873 -0.3434 4.1501  0.8728
60 C -2.7898 -2.7744 5.1516  -0.6440
61 C 3.6138 0.5197 3.5202  2.1229
62 C 5.7941 -0.0086 5.6470  -1.2040
63 C -4.6976 -0.6489 -5.5487  -1.6887
64 C 3.8803 -7.3879 -0.6142  -1.7587
65 C -3.4947 0.0130 -4.8268  1.9601
66 C -1.0072 -0.6465 -4.4477  1.7724
67 C -1.9942 -1.6168 2.1559  -1.5822
68 C -0.7649 -0.2345 -3.0708  -1.4986
69 C 5.3890 4.5192 0.5015  -1.6792
70 C 4.8604 1.1955 5.8655  -0.4033
71 C 4.4450 6.9277 -2.4294  0.9520
72 C -5.3196 0.1294 5.0158  -1.8557
73 C 6.8974 0.7826 3.4107  -1.1300
74 C 2.8590 -5.0307 -0.2628  -1.2128
75 C -0.7134 0.5491 -5.4912  -1.0456
76 C 6.6282 -3.4321 -0.4775  -1.4915
77 C -3.0226 0.5652 4.3985  -1.1810
78 C -11.8324 -3.0534 -0.4955  -1.6605
79 C 3.1410 5.2152 -0.4110  -0.6404
80 C -9.6520 -2.0595 0.0939  -1.3655
81 C 2.8457 -3.5789 -0.6704  -0.5998
82 C 2.3453 6.2650 -1.1392  -1.1246
83 C 4.4884 8.4620 -2.3164  -1.4966
84 C 3.3790 -5.9908 -2.6183  -1.5227
85 C -8.4459 -3.6979 -2.0638  1.4442
86 C -10.5975 -2.3969 -1.0470  1.4060
87 C -3.0731 1.2393 -5.6392  -1.3028
88 C -8.1575 -5.1912 -2.3216  -1.6503
89 C 4.5715 6.7974 1.0483  -1.4894
90 C -1.7029 1.7621 -5.3031  -0.5044
91 C -7.7091 -3.2927 -0.7433  -1.3622
92 C 2.3053 -0.1830 3.2697  -2.3833
93 C -0.1877 -1.9354 -4.7882  -1.7711
94 H 4.5199 -2.7212 0.4591  -0.0956
95 H -7.9221 -1.2634 -1.1543  0.3277
96 H 3.0555 0.2945 5.4663  0.8325
97 H -1.5575 -2.2815 1.4152  0.5534
98 H 4.0486 6.4320 1.9319  -0.0887
99 H -4.3950 -0.8222 -6.6034  0.4238
100 H -8.1533 -3.9443 -0.0110  0.3916
101 H 3.0423 2.0178 4.9581  -0.1460
102 H -8.4585 -5.4587 -3.3333  0.4047
103 H -3.2091 1.3753 -3.1376  0.1532
104 H -1.1762 -1.0343 -2.5387  0.7715
105 H 4.1295 -6.5250 -3.2078  0.4266
106 H 7.5766 -3.6537 -1.0287  0.4032
107 H 0.8691 -1.6345 -4.7392  0.3518
108 H 4.4490 -3.1143 -3.1073  0.1932
109 H -2.1813 -0.5909 1.7045  0.1192
110 H -1.1897 -1.3694 2.8783  0.2630
111 H 2.1731 -0.2863 2.2104  0.3434
112 H 4.6184 6.7298 -4.5789  0.3939
113 H -1.7244 -2.5324 5.1466  0.3385
114 H -7.1392 -2.9661 -3.5563  0.5108
115 H 2.2004 -1.0220 3.9306  0.7421
116 H 2.4607 -6.5968 -2.6363  0.4412
117 H 4.3716 2.3773 2.6923  -0.0874
118 H -8.4908 -1.7653 -3.1333  0.3731
119 H 2.8435 -7.7224 -0.5428  0.4309
120 H -4.8772 -1.6626 -5.1901  0.4918
121 H -4.9381 0.7684 -3.3369  0.4407
122 H -0.7833 0.4394 -6.5703  0.4085
123 H 4.5197 1.1307 6.8932  0.5537
124 H 2.4339 7.1655 -3.2330  0.4783
125 H 0.2868 -0.2036 -2.8431  0.1152
126 H -8.6615 -5.7790 -1.5621  0.4626
127 H 6.3009 4.9177 0.9733  0.4765
128 H 1.2942 5.9394 -1.1466  0.4547
129 H 2.5971 4.9543 0.4879  0.4737
130 H 6.4461 -2.4925 4.6626  0.4543
131 H 7.8597 -1.3098 4.5730  0.4401
132 H -9.6574 -2.8443 0.8494  0.4152
133 H 5.3502 -0.9419 6.0346  0.3718
134 H -11.6272 -0.5080 -1.5894  0.4256
135 H -3.3529 -1.1074 6.4870  0.4000
136 H 5.5903 6.9778 1.3212  0.6476
137 H -3.8349 2.0049 -5.5104  0.4186
138 H 2.4450 7.2371 -0.6180  0.4565
139 H 5.2999 2.1898 5.7725  0.0333
140 H -3.0036 -3.6055 5.7752  0.4747
141 H 1.8629 -5.5139 -0.2712  0.4885
142 H 3.9705 1.0966 1.4334  -0.0106
143 H -3.0378 0.9216 -6.6963  0.4536
144 H 6.1904 -2.6426 -2.8590  0.6332
145 H -10.0611 -1.1061 0.3318  0.5531
146 H -4.6743 -2.1541 6.0786  0.4094
147 H 4.1487 7.7033 0.5713  0.5418
148 H -12.0864 -2.4582 0.3865  0.4188
149 H 3.1753 -5.0663 0.7851  0.3623
150 H 3.6152 8.7549 -1.7721  0.4168
151 H -2.3596 -3.9749 3.4150  0.4370
152 H 6.4627 1.7491 3.6339  0.2283
153 H 7.1405 -1.9043 3.0803  0.2786
154 H 3.1579 -5.0137 -3.0966  0.2451
155 H 7.8445 0.8178 3.9519  0.5426
156 H -3.0742 1.2020 5.3021  0.5425
157 H 6.5213 -2.3059 -0.3927  0.2735
158 H -0.4114 -2.2437 -5.8433  0.5022
159 H -7.1092 -5.4214 -2.1437  0.3858
160 H -7.5483 -1.5765 0.5255  0.0705
161 H -3.3317 1.1758 3.5431  0.1556
162 H -5.7822 0.8499 4.3284  0.3193
163 H -12.6194 -2.9665 -1.2331  0.4308
164 H 6.7694 -3.9596 0.5033  0.4337
165 H -5.6542 -0.0908 -5.4989  0.3661
166 H 2.3505 -3.3907 -1.6295  0.1300
167 H -9.9372 -0.5429 -1.9944  0.3970
168 H -3.6133 -0.3187 -2.7317  0.3554
169 H 6.8348 0.0553 6.0453  0.4275
170 H 4.4077 8.9571 -3.3041  0.3890
171 H -0.4237 -2.7740 -4.1047  0.3887
172 H 4.2131 -2.0076 -1.1469  -0.2284
173 H 7.0142 0.5820 2.3612  0.2948
174 H -3.5936 -3.8507 1.2510  0.5496
175 H -4.4337 -2.3807 0.6235  0.3214
176 H 2.1672 -3.1030 0.0057  0.6822
177 H 1.4975 0.5731 3.5019  0.4897
178 H -4.0613 -3.9103 3.9413  0.4114
179 H -1.7245 2.3497 -4.3786  0.2911
180 H 5.7564 3.8722 -0.2837  0.5534
181 H 3.2229 4.3894 -1.1097  0.0838
182 H 4.3707 -8.0029 -1.3449  0.4355
183 H 6.2255 6.6853 -3.8443  0.3900
184 H 5.2713 8.8823 -1.6524  0.3370
185 H -8.7255 -3.1664 -4.1534  0.4695
186 H 3.0718 5.4437 -2.9728  0.4018
187 H -5.9141 -0.7134 5.2121  0.5892
188 H 4.3329 -7.4970 0.3495  0.4443
189 H -1.5751 2.4998 -6.1003  0.4634
190 H 4.8518 4.0829 1.3546  0.0757
191 H -5.1043 0.6296 5.9463  0.4767
192 H -11.1031 -1.4118 -3.0060  0.3809
193 H -11.7167 -4.1301 -0.3286  0.3969
194 H -2.0129 0.1163 4.3213  0.2650
195 H 6.1019 -4.2703 -3.2704  0.3188
196 H 5.2352 5.2798 -3.5679  0.3786
197 H 2.7429 2.0051 2.2805  0.4773
198 H 0.3469 0.7711 -5.2601  0.4291
199 H -6.6156 -3.3916 -0.8877  0.5126
200 H -1.1838 0.7280 -2.7963  -0.1889
201 H -5.0505 -3.3165 2.0101  0.5466

Results
2S+1   1
Net charge   +3
E_tot   -6956.2080 hartree
Kohn-Sham gap   4.58 eV